## P
Here is a molecular structure, C5H14N3 from the OMol25 dataset. Energies are from ωB97M-V/def2-TZVPD.

Cartesian coordinates (Å):
C (0.997, -2.041, -2.518)
C (0.994, -0.627, -1.999)
C (0.692, 0.472, -2.687)
N (1.374, -0.483, -0.602)
H (0.335, -2.664, -1.911)
H (1.989, -2.475, -2.373)
H (0.728, -2.035, -3.567)
H (0.672, 1.438, -2.194)
H (0.362, 0.411, -3.713)
H (2.004, -1.213, -0.283)
H (1.833, 0.413, -0.449)
C (-1.039, 0.043, 1.819)
C (-1.005, 1.394, 2.082)
N (-1.127, 1.876, 3.323)
N (-0.992, -0.443, 0.499)
H (-0.988, -0.668, 2.637)
H (-0.758, 2.089, 1.283)
H (-1.375, 2.863, 3.414)
H (-1.674, 1.299, 3.971)
H (-1.340, -1.391, 0.350)
H (0.190, -0.452, 0.032)
H (-1.499, 0.177, -0.138)

Its expectation value of S² is 0.763. The HOMO-LUMO gap (spin up / spin down) comes out at 8.7 / 5.3 eV. Its spin multiplicity is 2. The calculation puts the LUMO energy (spin up / spin down) at -8.018 / -11.453 eV. The molar mass comes out at 116.2 g mol⁻¹. The charge is +2.

Atomic partial charges in e from the natural (NBO) method, atoms 1 to 6: number 1, C, carries -0.658; number 2, C, carries 0.135; number 3, C, carries -0.389; number 4, N, carries -0.781; number 5, H, carries 0.218; number 6, H, carries 0.246



## Q
Here is 2 unconnected molecules or ions with the total composition C5H14N3 from the OMol25 dataset. Energies are from ωB97M-V/def2-TZVPD.

Cartesian coordinates (Å):
C (-2.071, -0.683, 0.949)
C (-1.930, -1.805, 0.260)
C (-1.059, 1.112, 2.087)
N (-0.940, 0.009, 1.469)
H (-3.033, -0.223, 1.140)
H (-0.941, -2.152, -0.023)
H (-2.779, -2.365, -0.091)
H (-0.163, 1.674, 2.312)
H (-2.029, 1.464, 2.419)
H (0.101, -0.313, 1.074)
N (1.431, -0.746, 0.519)
C (1.653, -0.360, -0.895)
C (0.864, 0.897, -1.319)
N (1.336, 1.370, -2.609)
H (2.154, -0.313, 1.089)
H (1.626, -1.748, 0.604)
H (1.325, -1.174, -1.535)
H (2.714, -0.176, -1.083)
H (-0.185, 0.632, -1.480)
H (0.952, 1.756, -0.635)
H (0.780, 2.130, -3.020)
H (2.324, 1.651, -2.639)

Its expectation value of S² is 0.754. The HOMO-LUMO gap (spin up / spin down) comes out at 9.9 / 5.0 eV. Its spin multiplicity is 2. The calculation puts the LUMO energy (spin up / spin down) at -7.545 / -12.456 eV. The molar mass comes out at 116.2 g mol⁻¹. The charge is +2.

Atomic partial charges in e from the natural (NBO) method, atoms 1 to 6: number 1, C, carries -0.080; number 2, C, carries -0.300; number 3, C, carries 0.089; number 4, N, carries -0.446; number 5, H, carries 0.238; number 6, H, carries 0.192



Most stable one: P, least stable one: Q.



## P
Here is a molecular structure, C3H6S3 from the OMol25 dataset. Energies are from ωB97M-V/def2-TZVPD.

Cartesian coordinates (Å):
C (2.541, 0.410, -0.017)
C (-0.050, -0.052, -0.021)
C (-2.460, 0.373, 0.474)
H (2.427, 0.743, -0.947)
H (2.268, 1.087, 0.833)
H (3.663, 0.021, -0.021)
H (-2.291, 0.569, 1.680)
H (-2.059, 1.496, -0.029)
H (-3.589, 0.192, -0.016)
S (1.363, -1.048, 0.213)
S (-0.058, 1.652, -0.159)
S (-1.342, -1.135, -0.311)

The HOMO-LUMO gap comes out at 7.8 eV. The calculation puts the LUMO energy at -0.389 eV. The molar mass comes out at 138.3 g mol⁻¹.

Atomic partial charges in e from the natural (NBO) method, atoms 1 to 6: number 1, C, carries -0.689; number 2, C, carries -0.514; number 3, C, carries -0.768; number 4, H, carries 0.209; number 5, H, carries 0.250; number 6, H, carries 0.222



## Q
Here is a molecular structure, C3H6S3 from the OMol25 dataset. Energies are from ωB97M-V/def2-TZVPD.

Cartesian coordinates (Å):
C (-0.682, -0.142, -0.443)
C (0.398, -0.771, 0.307)
C (-0.029, 0.639, 0.610)
H (-3.241, 0.663, 0.671)
H (-0.249, 0.094, -1.554)
H (0.016, -1.353, 1.009)
H (2.770, -1.824, 1.215)
H (-0.715, 0.704, 1.414)
H (2.483, 1.126, -0.487)
S (-2.397, -0.755, -0.091)
S (1.919, -1.357, -0.151)
S (0.529, 2.251, -0.078)

The HOMO-LUMO gap comes out at 7.2 eV. The calculation puts the LUMO energy at -1.495 eV. The molar mass comes out at 138.3 g mol⁻¹.

Atomic partial charges in e from the natural (NBO) method, atoms 1 to 6: number 1, C, carries -0.334; number 2, C, carries -0.460; number 3, C, carries -0.380; number 4, H, carries 0.154; number 5, H, carries 0.255; number 6, H, carries 0.240



Most stable one: P, least stable one: Q.



## P
Here is 17 unconnected molecules or ions with the total composition H33O17 from the OMol25 dataset. Energies are from ωB97M-V/def2-TZVPD.

Cartesian coordinates (Å):
O (-3.097, 1.381, -5.002)
H (-2.629, 1.324, -4.186)
H (-3.989, 0.908, -4.741)
O (2.633, 3.158, 1.690)
H (2.953, 2.164, 1.485)
H (2.054, 3.327, 0.973)
O (4.514, 0.577, -0.910)
H (3.729, 0.646, 0.474)
H (4.396, -0.366, -1.067)
O (-0.976, -5.266, 1.211)
H (-0.924, -5.136, 2.237)
H (-1.392, -6.093, 1.101)
O (1.037, 0.097, 3.529)
H (1.642, -0.293, 2.805)
O (-3.413, 4.548, 2.714)
H (-2.513, 4.827, 3.133)
H (-3.261, 3.794, 2.101)
O (2.544, 1.826, -1.697)
H (3.552, 1.340, -1.469)
H (2.597, 2.661, -1.201)
O (0.353, 0.929, -0.907)
H (0.055, 1.050, -0.027)
H (1.794, 0.315, 4.059)
O (-0.388, 2.544, 4.294)
H (-0.237, 1.977, 3.474)
H (0.596, 2.214, 4.536)
O (1.576, -4.321, -0.019)
H (1.165, -4.809, 0.633)
H (1.494, -3.374, 0.115)
O (-2.188, -4.953, -2.132)
H (-1.625, -5.099, -1.268)
H (-1.572, -4.866, -2.941)
O (-4.375, -0.039, -0.830)
H (-4.110, -0.221, -1.824)
H (-3.521, -0.094, -0.294)
O (0.781, -5.752, -2.259)
H (1.228, -6.105, -1.524)
H (0.864, -4.771, -2.319)
O (0.816, -1.505, -1.606)
H (0.340, -0.775, -1.049)
H (1.652, -1.061, -1.685)
O (3.591, 0.796, 1.404)
H (4.438, 0.782, 1.783)
H (1.183, 1.532, -0.939)
O (1.045, 4.774, -1.619)
H (1.342, 3.903, -1.941)
H (1.808, 5.086, -1.237)
O (-6.178, 2.318, 0.877)
H (-5.633, 2.531, 1.641)
H (-5.748, 1.573, 0.424)

Its expectation value of S² is 0.750. The HOMO-LUMO gap (spin up / spin down) comes out at 2.0 / 8.7 eV. Its spin multiplicity is 2. The calculation puts the LUMO energy (spin up / spin down) at 4.076 / 4.027 eV. The molar mass comes out at 305.2 g mol⁻¹. The charge is -2.

Atomic partial charges in e from the natural (NBO) method, atoms 1 to 6: number 1, O, carries -0.942; number 2, H, carries 0.472; number 3, H, carries 0.455; number 4, O, carries -1.023; number 5, H, carries 0.492; number 6, H, carries 0.441



## Q
Here is 17 unconnected molecules or ions with the total composition H33O17 from the OMol25 dataset. Energies are from ωB97M-V/def2-TZVPD.

Cartesian coordinates (Å):
O (-5.321, 1.795, 0.818)
H (-4.468, 2.020, 0.597)
H (-5.369, 1.253, 1.631)
O (-4.902, 1.980, -3.152)
H (-4.668, 1.358, -3.918)
H (-4.649, 1.584, -2.332)
O (3.342, 3.698, -0.911)
H (3.546, 2.672, -0.956)
H (3.862, 3.877, -1.744)
O (0.683, 0.883, 2.258)
H (-0.163, 1.153, 2.169)
H (0.966, 0.352, 1.546)
O (0.791, -0.806, 0.325)
H (2.654, -0.351, 4.429)
O (3.340, 0.153, 0.909)
H (-2.261, -2.475, -0.472)
H (2.489, -0.184, 0.673)
O (-1.318, -2.204, 2.661)
H (4.879, -0.748, 0.477)
H (-1.284, -2.168, 1.742)
O (-2.874, 5.153, -1.775)
H (-2.306, 4.705, -2.424)
H (1.222, -1.351, -0.278)
O (4.671, -1.643, 0.027)
H (-0.644, -2.895, 2.803)
H (4.927, -1.244, -0.851)
O (-2.878, -0.833, -3.718)
H (-3.734, -1.166, -3.755)
H (-2.160, -1.346, -3.307)
O (-1.835, 2.109, -2.011)
H (-1.507, 1.370, -2.490)
H (1.617, -2.818, 3.987)
O (3.372, -1.030, 4.472)
H (2.951, -1.583, 5.231)
H (0.145, -0.302, -0.556)
O (1.936, -3.455, 4.701)
H (1.903, -4.340, 4.302)
H (3.267, 0.230, 1.808)
O (1.465, -5.403, 0.366)
H (1.669, -5.402, -0.593)
H (2.190, -5.632, 0.803)
O (-2.330, -2.810, -1.376)
H (-1.584, -3.470, -1.529)
H (-3.063, 4.321, -1.285)
O (-0.192, 0.518, -1.548)
H (-1.942, 1.780, -1.114)
H (0.054, 1.073, -0.720)
O (1.910, 2.534, -2.092)
H (1.364, 2.723, -1.254)
H (1.223, 1.882, -2.261)

Its expectation value of S² is 0.751. The HOMO-LUMO gap (spin up / spin down) comes out at 2.1 / 7.9 eV. Its spin multiplicity is 2. The calculation puts the LUMO energy (spin up / spin down) at 4.372 / 4.300 eV. The molar mass comes out at 305.2 g mol⁻¹. The charge is -2.

Atomic partial charges in e from the natural (NBO) method, atoms 1 to 6: number 1, O, carries -0.970; number 2, H, carries 0.466; number 3, H, carries 0.471; number 4, O, carries -0.960; number 5, H, carries 0.475; number 6, H, carries 0.481



Most stable one: P, least stable one: Q.



## P
Here is C5H7N3 in the gas phase from the OMol25 dataset. Energies are from ωB97M-V/def2-TZVPD.

Cartesian coordinates (Å):
C (-0.728, 0.895, -2.026)
C (0.630, 1.046, -2.034)
C (-1.020, 0.287, -0.846)
C (0.512, -0.439, 1.087)
C (-0.514, -0.873, 2.018)
N (1.176, 0.560, -0.963)
N (1.733, -0.526, 1.351)
N (0.203, 0.072, -0.204)
H (-1.302, 1.021, -2.905)
H (1.268, 1.334, -2.830)
H (-2.038, 0.050, -0.583)
H (-1.127, -0.168, 2.577)
H (-1.104, -1.758, 1.756)
H (-0.066, -1.172, 3.012)
H (2.377, -0.330, 0.589)

Its SMILES is [H]/N=C(/C)n1cccn1. The HOMO-LUMO gap comes out at 10.5 eV. The calculation puts the LUMO energy at 0.944 eV. The molar mass comes out at 109.1 g mol⁻¹.

Atomic partial charges in e from the natural (NBO) method, atoms 1 to 6: number 1, C, carries -0.334; number 2, C, carries -0.032; number 3, C, carries -0.046; number 4, C, carries 0.418; number 5, C, carries -0.715; number 6, N, carries -0.263



## Q
Here is 2 unconnected molecules or ions with the total composition C5H7N3 from the OMol25 dataset. Energies are from ωB97M-V/def2-TZVPD.

Cartesian coordinates (Å):
C (-0.032, -0.371, -2.583)
C (-0.894, 0.661, -2.702)
C (-0.415, 0.261, -0.568)
C (-0.290, 0.374, 0.892)
C (1.228, -0.817, 1.669)
N (0.309, -0.589, -1.251)
N (-0.828, 1.144, 1.687)
N (-1.207, 1.057, -1.356)
H (0.336, -0.865, -3.446)
H (-1.485, 1.165, -3.504)
H (0.979, -0.775, 2.713)
H (2.044, -0.214, 1.383)
H (1.132, -1.741, 1.133)
H (-0.660, 1.179, 2.680)
H (-1.913, 1.635, -0.992)

The HOMO-LUMO gap comes out at 9.5 eV. The calculation puts the LUMO energy at 0.921 eV. The molar mass comes out at 109.1 g mol⁻¹.

Atomic partial charges in e from the natural (NBO) method, atoms 1 to 6: number 1, C, carries -0.098; number 2, C, carries -0.088; number 3, C, carries 0.225; number 4, C, carries 0.345; number 5, C, carries -0.620; number 6, N, carries -0.418



Most stable one: P, least stable one: Q.